This record from the Open Molecules 2025 dataset describes a gas-phase ion, C17H23N2Si (charge +1). The level of theory is ωB97M-V/def2-TZVPD.

Properties
Frontier orbital gap ... 9.409 eV
E_tot ... -28854.481 eV
Maximum force ... 0.052 hartree/bohr
HOMO ... -12.06 eV

Geometry as ORCA input:
```
! RIJCOSX wB97M-V def2-TZVPD def2/J DEFGRID3
* xyz 1 1
C -1.68656 -1.27471 1.54207
C -3.08964 -0.69058 1.86872
C -2.91501 0.81354 1.83930
C -1.66804 1.18132 1.36931
C -0.86290 -0.02544 1.05263
C 0.59510 0.04147 1.37955
C 1.31940 1.23761 1.52372
C 2.67282 1.19075 1.87719
C 3.29807 -0.04840 2.11326
C 2.58950 -1.23924 1.93872
C 1.21809 -1.21365 1.62160
H -1.29470 -1.78346 2.45686
H -1.68586 -1.97841 0.71486
H -3.85353 -1.05507 1.16308
H -3.34618 -1.06330 2.87697
H -3.73240 1.53116 2.02649
H -1.23820 2.17094 1.30844
H 0.82904 2.20120 1.31277
H 3.20820 2.13886 2.04262
H 4.30055 -0.05968 2.55214
H 3.03015 -2.21008 2.12297
H 0.65396 -2.11086 1.53434
C -2.08867 -3.18345 -4.34432
Si -0.50392 -2.18267 -4.29586
C 0.84914 -3.45754 -4.07214
C -0.30056 -1.10126 -5.75466
N -0.51149 -1.12936 -2.71814
C -0.71147 -1.53420 -1.43313
N -0.72710 -0.47463 -0.59014
C -0.50911 0.62106 -1.33325
C -0.37303 0.28679 -2.65533
H -1.97479 -3.92928 -5.17023
H -2.25598 -3.74714 -3.41143
H -2.97617 -2.56686 -4.55564
H 0.76236 -4.18186 -4.92052
H 1.85498 -3.00833 -4.08959
H 0.72470 -4.02655 -3.13424
H -0.26733 -1.74612 -6.65007
H -1.12571 -0.40812 -5.89123
H 0.62263 -0.53007 -5.73767
H -0.83815 -2.56516 -1.18734
H -0.45963 1.61683 -0.84384
H -0.20998 0.91297 -3.50452
*
```